9 unconnected molecules or ions with the total composition C39H87F5N12O19P4 in a non-equilibrium geometry, computed with ωB97M-V/def2-TZVPD.

Geometry as XYZ:
```
166
Properties=species:S:1:pos:R:3:mulliken_charge:R:1
P -4.7413 0.8720 -3.5627 0.248
P -2.5004 -3.0952 6.5512 0.234
P 1.8369 -1.0190 -4.5591 0.244
P 5.2910 1.7831 0.1519 -0.503
F -3.0050 1.6392 4.5416 -0.357
F 1.2764 -3.4122 -0.5500 -0.265
F -0.6061 4.0104 -2.0938 -0.154
F 1.9325 -0.0178 5.1139 -0.420
F 0.9327 1.0838 0.5915 -0.016
O 2.0352 2.7327 4.6978 -0.429
O 1.0449 1.2261 3.4809 0.390
O -0.1085 3.1003 4.0400 -0.512
O -2.8813 -3.5200 7.9306 -0.857
O 1.2140 -2.6844 3.5156 -0.459
O 4.1942 1.9102 1.1396 -0.512
O 2.1598 -2.3557 1.4211 0.160
O 1.6748 -0.3085 -3.2506 -0.220
O -1.7293 5.6509 -0.9498 -0.304
O -1.2128 5.0626 1.0558 -0.386
O -2.3463 -0.8846 1.5652 -0.345
O -6.6344 2.2342 1.9140 -0.608
O -2.6688 6.7737 0.7976 -0.611
O 1.7663 -4.3700 2.0274 -0.350
O -4.7781 1.4491 3.0163 -0.280
O -0.2800 -0.8475 0.8156 -0.177
O -1.7644 0.1967 -0.3659 0.471
O -4.9985 3.6503 2.6346 -0.296
O -4.0230 1.2094 -4.8408 -0.920
N -4.3494 2.0303 -2.3078 0.585
N -1.3797 -1.7516 6.5480 0.282
N 4.6869 2.0707 -1.4202 0.384
N 5.8596 0.1880 -0.0310 0.510
N -4.2415 -0.6079 -2.8260 0.448
N -1.7205 -4.3569 5.6593 0.486
N 1.9778 -2.6737 -4.3244 0.021
N 6.6523 2.7552 0.4587 0.613
N -6.4422 0.8813 -3.5627 0.338
N 3.2117 -0.5394 -5.5020 0.545
N -3.8370 -2.5156 5.5938 0.405
N 0.4775 -0.8092 -5.6323 0.562
C 0.3761 -1.5968 -6.9313 -1.244
C -3.7919 -1.9459 4.2486 -1.540
C -2.5203 -5.3291 4.8933 -1.074
C 3.7814 -1.3309 -6.5614 -1.220
C 4.8954 -0.9516 -0.1151 -1.035
C -0.4347 -4.8427 5.9994 -1.020
C 2.1832 0.6388 3.9619 0.805
C -1.9049 5.9210 0.3287 0.614
C 5.4266 1.6592 -2.6714 -0.781
C -4.9387 2.1811 -0.9782 -1.002
C 0.4943 -0.0127 -0.0631 0.924
C -4.8354 -1.2958 -1.6916 -1.181
C 3.0789 1.8412 4.2693 -0.419
C 0.9041 2.4586 4.0094 0.223
C -0.5219 0.3720 -1.0832 0.912
C 0.7497 -3.3785 -3.9557 -0.897
C 7.4370 2.5514 1.6303 -1.241
C -7.1374 -0.2934 -4.1665 -1.079
C 2.3822 -3.1759 0.2537 1.307
C 3.8602 0.6799 -5.2575 -1.190
C -7.2035 2.0744 -3.7979 -0.987
C -5.1529 -2.6263 6.1401 -1.181
C -3.3828 3.1087 -2.5952 -0.497
C 3.1276 -3.1137 -3.4683 -1.396
C -2.9841 -1.3191 -3.2681 -0.933
C 7.0524 3.9449 -0.3428 -1.111
C 1.6297 -3.1451 2.4178 0.408
C -0.4622 -1.6268 7.6529 -1.111
C -5.5449 2.4212 2.4887 0.500
C 3.2515 2.2524 -1.6487 -0.972
C -0.4216 0.3642 -5.6174 -0.984
C -0.5175 4.8662 -1.0956 0.271
C 7.2717 -0.0918 -0.3907 -1.065
C -3.5207 2.0209 3.3520 1.006
C -0.5879 4.1157 0.2345 0.739
C -3.7683 3.5289 3.2488 0.128
C -1.5499 -0.5693 0.7199 -0.049
C 2.7309 -4.4587 0.9448 -0.630
C -1.0765 -0.8436 5.3956 -0.023
H 2.8227 2.7697 -0.7904 0.398
H 6.9597 3.1586 2.3994 0.336
H 4.0934 -2.8020 -3.8662 0.321
H -2.5898 2.6431 -3.1804 0.188
H -3.4325 -5.5249 5.4568 0.304
H -0.0506 -3.4727 -4.6897 0.261
H 2.9386 -2.7410 -2.4616 0.426
H -3.6866 4.1312 4.1536 0.296
H -0.3634 1.3656 -1.5023 0.020
H 5.1394 0.6310 -2.8913 -0.038
H -2.7942 1.7748 2.5775 -0.256
H -0.3693 -2.4396 8.3732 0.344
H -1.9845 -6.2392 4.6234 0.453
H 8.5063 2.7285 1.5147 0.360
H -4.7948 -2.3756 -1.8348 0.458
H 3.8501 -0.6718 0.0161 -0.041
H -2.5267 -2.0601 -2.6125 0.536
H -2.2403 -0.5389 -3.4296 -0.294
H -7.0975 -0.1755 -5.2493 0.361
H 3.7006 1.5673 5.1217 0.401
H -4.7750 -1.9883 3.7799 0.602
H 3.3778 1.3166 -4.5159 0.056
H 0.3766 -2.9101 -3.0449 0.142
H 4.8710 -1.3299 -6.5298 0.375
H -2.9977 -1.7362 -4.2750 0.471
H -5.5171 -3.6485 6.0366 0.284
H -5.7971 -1.8758 5.6820 0.457
H -0.6778 -1.7011 -7.1891 0.392
H -6.8477 2.8132 -3.0798 0.248
H 2.7687 1.2796 -1.7412 0.098
H -2.6650 -4.8379 3.9310 0.238
H 3.5376 -0.8801 -7.5234 0.290
H -4.1321 2.1215 -0.2476 -0.029
H 0.5116 -1.4529 7.1952 0.346
H 2.5737 -0.1073 3.2698 -0.217
H 0.2247 -4.0363 6.3202 0.268
H 3.8236 1.2754 -6.1697 0.417
H -3.0837 -2.4924 3.6258 0.176
H 0.8670 -1.0435 -7.7319 0.244
H -0.4555 -0.2742 -1.9585 -1.017
H 0.1050 -5.1656 5.1092 0.366
H -8.1939 -0.3434 -3.9032 0.371
H -1.1809 -1.4110 4.4708 0.092
H 0.9897 -4.4129 -3.7097 0.410
H 7.3928 -1.1148 -0.7469 0.358
H 5.2420 2.3414 -3.5012 0.520
H -3.0061 3.8818 2.5542 -0.201
H -3.7755 4.0565 -2.9635 0.306
H 2.5504 -5.3169 0.2975 0.313
H -1.7785 -0.0117 5.3386 0.119
H -0.4045 0.9575 -6.5316 0.327
H 5.0338 -1.3640 -1.1145 0.511
H 7.9084 0.1014 0.4727 0.315
H 3.4015 -2.3470 -6.4553 0.367
H -7.0755 2.5831 -4.7534 0.296
H 3.1355 -2.7252 -0.3924 -0.601
H -0.7174 -0.7196 8.2005 0.355
H -0.5072 -5.6274 6.7525 0.240
H 5.1864 -1.6728 0.6486 0.379
H 3.5448 2.2230 3.3609 0.239
H 6.3144 4.3872 -1.0120 0.291
H 1.3252 -0.5811 -0.4808 -0.792
H -3.6519 -0.8727 4.3780 0.649
H -5.5263 3.0743 -0.7663 0.369
H 7.7479 0.5820 -1.1030 0.326
H 4.8760 0.4942 -4.9085 0.470
H 7.3377 1.4931 1.8715 0.385
H -5.8693 -0.9550 -1.6368 0.480
H -1.4174 -0.0750 -5.5572 0.326
H 0.7308 -2.6169 -6.7841 0.374
H -6.6874 -1.2481 -3.8940 0.322
H -2.9773 3.3488 -1.6123 -0.253
H -5.5412 1.2895 -0.8042 0.517
H 7.4342 4.7417 0.2955 0.408
H 3.0794 -4.1981 -3.5674 0.487
H -1.2544 3.2533 0.2240 -0.436
H 3.1736 2.9146 -2.5109 0.367
H 3.6905 -4.4608 1.4618 0.316
H -0.0250 -0.5680 5.4761 -0.200
H 7.8403 3.6226 -1.0235 0.348
H 0.3982 5.4469 -1.2066 0.289
H 6.4947 1.7226 -2.4634 0.243
H -5.1664 -2.4306 7.2123 0.334
H -4.4497 -1.0032 -0.7150 0.155
H 0.3646 3.7865 0.6498 0.015
H -8.2124 1.8933 -3.4271 0.397
H -0.2952 1.0323 -4.7654 0.134
```

Computed properties:
frontier orbital gap: 7.08 eV
charge: 0
spin multiplicity: 1
LUMO energy: -0.27 eV